(1)
The following is a quantum chemistry calculation of a molecular structure, C43H54N6O3P2S2Si2V in a non-equilibrium geometry, from OMol25.

Geometry as ORCA input:
```
! wB97M-V def2-TZVPD RIJCOSX def2/J DEFGRID3
* xyz 0 2
V 0.722 0.806 0.108
C 2.171 4.384 3.636
N 2.112 3.193 2.821
C 3.389 2.760 2.289
C 0.984 2.583 2.413
O 0.990 1.666 1.576
C -0.333 3.061 3.037
O -1.439 2.342 2.571
C -2.110 1.495 3.483
C -1.863 0.019 3.113
O -0.836 -0.308 2.556
N -2.865 -0.844 3.398
C -2.894 -2.135 2.745
C -3.990 -0.578 4.260
H 2.581 4.146 4.623
H 1.201 4.854 3.766
H 2.836 5.104 3.152
H 4.167 2.962 3.023
H 3.619 3.291 1.357
H 3.344 1.691 2.082
H -0.493 4.111 2.747
H -0.246 2.998 4.132
H -3.177 1.726 3.401
H -1.780 1.679 4.514
H -2.182 -2.118 1.923
H -3.898 -2.317 2.355
H -2.625 -2.943 3.429
H -3.772 0.209 4.977
H -4.215 -1.486 4.822
H -4.881 -0.311 3.682
C 4.678 -0.394 0.916
Si 3.187 -1.359 1.644
C 3.041 -0.972 3.529
C 3.710 -3.189 1.456
N 1.617 -1.000 0.986
P 0.602 -1.890 0.120
C -0.695 -0.753 -0.112
P -1.231 0.153 -1.477
N -0.412 1.532 -1.259
Si -0.635 3.197 -1.746
C -2.457 3.697 -2.071
C -0.098 4.260 -0.254
C 0.346 3.673 -3.320
C -1.341 -0.399 -3.215
C -1.626 -1.740 -3.450
C -1.858 -2.178 -4.739
C -1.816 -1.277 -5.793
C -1.537 0.059 -5.558
C -1.309 0.504 -4.268
C -2.988 0.545 -1.167
C -4.017 0.469 -2.094
C -5.267 0.977 -1.780
C -5.488 1.547 -0.538
C -4.474 1.590 0.407
C -3.225 1.093 0.089
C 0.016 -3.303 1.124
C 0.293 -3.279 2.484
C -0.029 -4.362 3.283
C -0.636 -5.476 2.723
C -0.969 -5.481 1.377
C -0.650 -4.397 0.579
C 1.327 -2.772 -1.327
C 1.866 -4.045 -1.156
C 2.399 -4.726 -2.237
C 2.421 -4.139 -3.493
C 1.914 -2.861 -3.664
C 1.358 -2.189 -2.589
H 5.485 -0.376 1.644
H 4.461 0.631 0.629
H 5.052 -0.893 0.026
H 3.950 -0.521 3.916
H 2.884 -1.889 4.088
H 2.211 -0.305 3.748
H 4.618 -3.373 2.021
H 3.920 -3.418 0.415
H 2.949 -3.876 1.812
H -3.143 3.295 -1.333
H -2.797 3.380 -3.053
H -2.533 4.780 -2.030
H -0.805 4.156 0.561
H -0.060 5.304 -0.541
H 0.896 3.999 0.098
H 0.624 2.817 -3.927
H 1.261 4.196 -3.061
H -0.240 4.344 -3.942
H -1.658 -2.424 -2.610
H -2.073 -3.222 -4.919
H -2.005 -1.621 -6.800
H -1.502 0.761 -6.379
H -1.127 1.548 -4.072
H -3.842 0.035 -3.066
H -6.059 0.944 -2.515
H -6.452 1.974 -0.311
H -4.654 2.041 1.373
H -2.392 1.162 0.775
H 0.763 -2.401 2.896
H 0.212 -4.354 4.337
H -0.847 -6.348 3.325
H -1.469 -6.335 0.942
H -0.899 -4.405 -0.474
H 1.855 -4.503 -0.177
H 2.792 -5.723 -2.084
H 2.831 -4.679 -4.335
H 1.953 -2.376 -4.627
H 0.930 -1.204 -2.737
S 2.444 0.461 -1.226
C 2.883 1.983 -1.997
S 3.108 3.311 -0.999
C 3.110 1.971 -3.363
C 3.769 3.039 -3.986
N 4.335 3.909 -4.481
C 2.616 0.932 -4.153
N 2.114 0.121 -4.802
*
```

Summary:
HOMO energy (alpha / beta): -6.9481 / -6.9639 eV
frontier orbital gap (alpha / beta): 6.26 / 6.64 eV



(2)
The following is a quantum chemistry calculation of C2H2O2S2 in the gas phase in a non-equilibrium geometry, from OMol25.

Geometry as ORCA input:
```
! wB97M-V def2-TZVPD RIJCOSX def2/J DEFGRID3
* xyz 0 1
C 0.151 0.655 -0.013
C -1.125 -0.144 -0.080
H 2.578 0.522 -0.666
H -0.090 -1.300 1.485
O 0.181 1.804 0.226
O -0.867 -1.181 0.610
S 1.713 -0.424 -0.762
S -2.542 0.068 -0.801
*
```

Summary:
SMILES: O=C(S)C(O)=S
HOMO energy: -9.3839 eV
frontier orbital gap: 8.72 eV



(3)
The following is a quantum chemistry calculation of a molecular structure, C20H30BN8Se2Ti in a non-equilibrium geometry, from OMol25.

Geometry as ORCA input:
```
! wB97M-V def2-TZVPD RIJCOSX def2/J DEFGRID3
* xyz 4 2
Ti -0.564 1.051 0.003
C 1.648 3.766 0.022
C 2.212 2.385 0.041
C 3.518 1.928 -0.055
C 3.437 0.546 -0.008
N 2.151 0.176 0.127
N 1.388 1.310 0.156
B 1.430 -1.205 0.048
N 0.446 -1.234 1.267
C 0.495 -1.974 2.384
C -0.270 -1.377 3.372
C -0.784 -0.217 2.813
C -1.603 0.833 3.474
N -0.361 -0.146 1.515
N 0.595 -1.151 -1.271
C 0.553 -1.909 -2.383
C -0.095 -1.216 -3.395
C -0.460 0.003 -2.850
C -1.131 1.174 -3.473
N -0.048 0.034 -1.556
N 2.444 -2.347 0.163
C 3.434 -2.447 1.177
C 4.136 -3.576 0.970
C 3.537 -4.164 -0.199
C 3.891 -5.392 -0.865
N 2.498 -3.355 -0.646
H 2.445 4.502 -0.058
H 1.103 3.977 0.946
H 0.992 3.903 -0.843
H 4.413 2.523 -0.147
H 4.243 -0.169 -0.066
H 1.061 -2.892 2.438
H -0.427 -1.728 4.380
H -1.562 0.684 4.552
H -2.654 0.787 3.185
H -1.218 1.829 3.260
H 0.993 -2.889 -2.394
H -0.272 -1.551 -4.404
H -0.452 1.654 -4.182
H -1.421 1.923 -2.729
H -2.003 0.867 -4.052
H 3.534 -1.699 1.950
H 4.960 -3.971 1.543
H 4.622 -5.973 -0.310
H 4.303 -5.186 -1.872
H 3.000 -5.986 -1.119
C -4.108 -1.219 0.687
Se -2.914 -0.388 -0.608
C -4.030 1.141 -1.176
C -4.127 2.265 -0.169
Se -2.386 2.860 0.598
C -2.407 4.760 0.160
H -3.547 -1.986 1.214
H -4.904 -1.693 0.115
H -4.521 -0.492 1.380
H -5.026 0.733 -1.360
H -3.628 1.473 -2.130
H -4.737 1.997 0.693
H -4.568 3.150 -0.628
H -2.558 4.905 -0.906
H -1.470 5.201 0.492
H -3.228 5.193 0.732
*
```

Summary:
HOMO energy (alpha / beta): -20.9876 / -20.9884 eV
frontier orbital gap (alpha / beta): 6.87 / 6.38 eV



(4)
The following is a quantum chemistry calculation of a molecular structure, C4H6I2 in a non-equilibrium geometry, from OMol25.

Geometry as ORCA input:
```
! wB97M-V def2-TZVPD RIJCOSX def2/J DEFGRID3
* xyz 0 1
C -0.712 0.946 -1.900
C 1.026 0.380 -0.070
C -1.026 -0.473 1.041
C 0.406 -0.412 0.962
I 2.894 1.321 0.302
I 1.300 -1.945 -0.387
H -0.096 1.663 -2.356
H -0.673 0.173 -2.518
H -1.398 -1.339 1.378
H -1.271 0.325 1.666
H -1.469 -0.144 -0.041
H 1.020 -0.494 1.924
*
```

Summary:
HOMO energy (alpha / beta): -7.8590 / -7.8606 eV
frontier orbital gap (alpha / beta): 7.09 / 7.09 eV



(5)
The following is a quantum chemistry calculation of a molecular structure, C36H52BrN3OP2V in a non-equilibrium geometry, from OMol25.

Geometry as ORCA input:
```
! wB97M-V def2-TZVPD RIJCOSX def2/J DEFGRID3
* xyz 4 2
N -2.870 -9.681 -4.564
C -1.948 -9.741 -3.599
C -1.360 -8.590 -3.047
C -1.786 -7.315 -3.483
C -2.783 -7.278 -4.483
C -3.268 -8.487 -5.011
C -1.234 -6.101 -2.883
V 0.118 0.314 0.334
P -3.387 3.710 4.119
C -1.988 -5.048 -2.479
C -1.486 -3.860 -1.828
C -2.387 -2.823 -1.476
C -1.932 -1.670 -0.827
C -0.570 -1.568 -0.550
C 0.346 -2.563 -0.861
C -0.109 -3.716 -1.516
Br 0.207 2.470 1.457
H -0.154 -6.093 -2.733
H -3.073 -5.101 -2.602
H -0.617 -8.696 -2.258
H -3.170 -6.336 -4.868
H -1.657 -10.735 -3.242
H -4.009 -8.483 -5.818
H -3.447 -2.928 -1.712
H 0.599 -4.502 -1.780
H -2.617 -0.876 -0.522
H 1.400 -2.455 -0.589
P -0.573 1.471 -1.696
C -2.938 1.996 4.658
C -3.767 1.578 5.875
H -1.866 2.010 4.900
H -3.101 1.313 3.813
H -3.248 0.783 6.421
H -3.920 2.420 6.561
H -4.750 1.191 5.582
C -4.469 3.274 2.684
C -5.453 4.393 2.337
H -5.010 2.365 2.987
H -3.823 3.034 1.827
H -6.297 3.977 1.776
H -5.850 4.875 3.239
H -4.987 5.163 1.711
C -1.856 4.168 3.208
C -0.934 5.102 3.981
H -2.151 4.604 2.243
H -1.352 3.210 3.003
H -0.247 5.602 3.288
H -1.512 5.869 4.510
H -0.323 4.559 4.712
C 0.438 2.983 -1.955
C 0.906 3.277 -3.378
H 1.295 2.892 -1.270
H -0.169 3.817 -1.571
H 1.638 2.541 -3.733
H 0.070 3.319 -4.088
H 1.397 4.259 -3.395
C -2.288 2.100 -1.501
C -3.373 1.471 -2.380
H -2.229 3.186 -1.670
H -2.522 1.956 -0.434
H -3.419 1.945 -3.369
H -3.240 0.391 -2.516
H -4.349 1.624 -1.901
C -0.534 0.490 -3.248
C 0.808 -0.211 -3.470
H -0.799 1.151 -4.089
H -1.340 -0.254 -3.151
H 0.645 -1.208 -3.898
H 1.458 0.348 -4.155
H 1.353 -0.357 -2.524
C 6.788 0.284 1.109
N 5.473 0.088 0.531
N 4.328 0.411 1.170
C 3.263 -0.141 0.486
O 2.060 -0.011 0.873
C 3.831 -0.847 -0.609
C 5.196 -0.746 -0.494
C 6.251 -1.408 -1.276
C 4.238 1.359 2.221
C 5.045 2.498 2.230
C 4.890 3.433 3.255
C 3.906 3.243 4.235
C 3.076 2.116 4.193
C 3.259 1.163 3.201
H 6.742 0.870 2.022
H 7.418 0.815 0.387
H 7.248 -0.686 1.339
H 3.250 -1.354 -1.364
H 6.943 -0.693 -1.737
H 6.828 -2.110 -0.658
H 5.784 -1.986 -2.080
H 5.793 2.653 1.453
H 5.541 4.309 3.290
H 3.783 3.975 5.039
H 2.290 1.964 4.933
H 2.637 0.278 3.151
*
```

Summary:
HOMO energy (alpha / beta): -17.2246 / -17.2269 eV
frontier orbital gap (alpha / beta): 2.78 / 2.81 eV



(6)
The following is a quantum chemistry calculation of a molecular structure, C6H9NO3 in a non-equilibrium geometry, from OMol25.

Geometry as ORCA input:
```
! wB97M-V def2-TZVPD RIJCOSX def2/J DEFGRID3
* xyz 0 1
C -0.542 0.427 -2.309
C -0.755 1.272 -0.006
C 0.335 -0.545 0.918
C 1.597 -0.288 1.684
C -0.475 -1.703 1.353
C 0.507 -0.695 -0.582
H -1.626 0.427 -3.124
H 0.050 1.360 -2.438
H 0.353 -0.422 -2.681
H 2.279 0.472 1.351
H 1.225 -0.263 2.687
H 2.547 -1.134 1.719
H -0.480 -2.224 2.586
H -0.334 -2.696 0.486
H -1.530 -1.523 1.137
N -0.576 0.254 -1.029
O -1.140 2.458 -0.112
O -0.363 0.739 1.097
O 1.197 -1.521 -1.092
*
```

Summary:
HOMO energy: -10.3124 eV
frontier orbital gap: 10.77 eV